ORCA calculation (wB97M-V/def2-TZVPD) on C3H7ClO as an isolated structure at a distorted geometry.

Calculated values
- net charge = 0
- gap between HOMO and LUMO (eV) = 10.198
- lowest unoccupied orbital energy (eV) = 0.74
- E_tot (Ha) = -653.72853
- E_HOMO (eV) = -9.46
- molecular weight (g/mol) = 94.541
- energy above the lowest of the compared OMol25 structures with the same formula, charge and spin (eV) = 5.172

CARTESIAN COORDINATES (ANGSTROEM)
C 1.33 -0.78 -0.02
C -0.20 0.91 -0.37
C -1.15 0.33 0.53
H 1.20 -0.42 1.33
H 0.53 -1.87 -0.52
H 2.41 -1.06 -0.25
H -0.64 1.38 -1.31
H 0.26 1.89 0.00
H -0.60 -0.75 0.90
H -1.84 0.66 1.27
O 0.81 0.15 -1.00
Cl -2.11 -0.45 -0.55

Here is what natural (NBO) gives for the atomic charges, in e: atom 1 (C): -0.30, atom 2 (C): -0.11, atom 3 (C): -0.52, atom 4 (H): 0.20, atom 5 (H): 0.18, atom 6 (H): 0.21, atom 7 (H): 0.22, atom 8 (H): 0.17, atom 9 (H): 0.26, atom 10 (H): 0.26, atom 11 (O): -0.54, atom 12 (Cl): -0.02